Here is a cluster of 6 separate species, C36H80N12O8P4 in total from OMol25. Energies are from wB97M-V/def2-TZVPD.

The HOMO-LUMO gap comes out at 0.2683 hartree. The calculation puts the HOMO energy at -8.4911 eV. As for the SMILES: CN(C)P(=O)(N(C)C)N(C)C.CN(C)P(=O)(N(C)C)N(C)C.CN(C)P(=O)(N(C)C)N(C)C.CN(C)P(=O)(N(C)C)N(C)C.O=C1C=CC(=O)C=C1.O=C1C=CC(=O)C=C1. Its multiplicity is 1.

Geometry as XYZ:
```
140
Properties=species:S:1:pos:R:3:lowdin_charge:R:1
C -1.120 3.633 -0.642 0.028
C -1.334 2.893 -1.727 0.016
C -2.141 1.694 -1.736 -0.416
O -2.531 1.192 -2.759 0.104
C -2.439 1.192 -0.363 0.012
C -2.476 1.977 0.697 0.023
C -1.734 3.300 0.643 -0.382
O -1.574 3.958 1.640 0.099
H -0.554 4.541 -0.706 0.121
H -0.831 3.153 -2.720 0.140
H -2.902 0.204 -0.130 0.101
H -2.795 1.721 1.682 0.111
C -0.568 -2.465 -1.029 0.047
C -0.235 -1.292 -1.587 0.019
C 1.096 -0.816 -1.543 -0.374
O 1.345 0.363 -1.864 0.065
C 2.134 -1.799 -1.170 0.019
C 1.799 -3.059 -0.903 0.012
C 0.408 -3.482 -0.738 -0.428
O 0.140 -4.622 -0.558 0.140
H -1.527 -2.875 -1.010 0.066
H -1.044 -0.684 -2.007 0.117
H 3.221 -1.537 -1.225 0.138
H 2.563 -3.827 -0.991 0.125
O 2.563 -0.010 6.337 -0.281
P 1.883 -0.517 5.141 0.465
N 0.950 -1.947 5.402 -0.305
C -0.255 -1.763 6.251 -0.116
C 1.652 -3.162 5.821 -0.129
N 2.929 -1.063 3.993 -0.306
C 2.520 -1.848 2.807 -0.121
C 4.414 -0.684 4.039 -0.058
N 0.821 0.510 4.455 -0.304
C -0.074 0.196 3.362 -0.098
C 0.362 1.674 5.258 -0.089
H -0.735 -0.830 6.047 0.041
H 0.064 -1.753 7.345 0.103
H -1.053 -2.537 6.087 0.085
H 2.494 -3.376 5.175 0.063
H 0.961 -4.080 5.799 0.105
H 1.978 -3.026 6.842 0.070
H 2.505 -1.194 1.932 0.068
H 3.349 -2.611 2.620 0.100
H 1.607 -2.347 2.983 0.045
H 4.678 -0.391 5.099 0.088
H 4.945 -1.597 3.780 0.061
H 4.525 0.102 3.255 0.076
H -0.115 0.931 2.538 0.079
H 0.261 -0.771 2.932 0.065
H -1.084 0.046 3.789 0.085
H 0.460 2.501 4.531 0.058
H 1.030 1.947 6.090 0.083
H -0.669 1.632 5.581 0.073
O -3.489 -1.765 0.879 -0.262
P -4.555 -2.707 1.206 0.485
N -4.928 -3.820 -0.016 -0.309
C -3.836 -4.171 -0.907 -0.118
C -6.316 -4.351 -0.214 -0.068
N -6.023 -1.990 1.483 -0.298
C -7.089 -2.619 2.359 -0.073
C -6.515 -1.058 0.451 -0.106
N -4.291 -3.691 2.521 -0.305
C -3.652 -3.060 3.638 -0.132
C -4.452 -5.135 2.638 -0.104
H -2.859 -4.211 -0.389 0.064
H -3.709 -3.325 -1.612 0.083
H -4.073 -5.133 -1.418 0.094
H -7.091 -3.579 -0.273 0.051
H -6.510 -4.985 0.666 0.069
H -6.304 -4.988 -1.090 0.078
H -7.999 -2.966 1.753 0.100
H -6.633 -3.462 2.827 0.045
H -7.456 -1.974 3.098 0.053
H -5.746 -0.921 -0.321 0.077
H -7.414 -1.599 -0.005 0.082
H -6.857 -0.103 0.895 0.086
H -2.693 -3.456 3.916 0.072
H -3.372 -2.054 3.402 0.056
H -4.305 -2.986 4.533 0.096
H -5.301 -5.501 3.349 0.109
H -3.539 -5.575 3.043 0.079
H -4.641 -5.546 1.652 0.059
O 0.422 -1.679 -4.597 -0.287
P 0.381 -0.971 -5.924 0.519
N 0.612 0.727 -5.766 -0.299
C 0.280 1.434 -4.548 -0.139
C 1.461 1.594 -6.678 -0.090
N -1.097 -1.120 -6.627 -0.328
C -1.751 -0.090 -7.437 -0.089
C -1.701 -2.426 -6.671 -0.145
N 1.421 -1.520 -7.064 -0.292
C 1.269 -1.637 -8.523 -0.096
C 2.673 -2.138 -6.540 -0.095
H 1.144 1.516 -3.906 0.071
H -0.470 0.881 -3.994 0.054
H -0.189 2.378 -4.813 0.079
H 0.803 2.430 -6.956 0.072
H 1.995 1.121 -7.513 0.066
H 2.317 2.059 -6.106 0.087
H -1.335 0.891 -7.076 0.087
H -1.509 -0.307 -8.484 0.071
H -2.814 -0.081 -7.323 0.068
H -1.069 -3.214 -6.066 0.115
H -2.764 -2.302 -6.334 0.087
H -1.835 -2.919 -7.673 0.075
H 0.764 -0.786 -8.969 0.067
H 2.163 -1.854 -9.021 0.047
H 0.686 -2.609 -8.747 0.108
H 3.443 -1.436 -6.251 0.067
H 3.113 -2.711 -7.376 0.077
H 2.524 -2.793 -5.645 0.083
O 2.335 5.913 0.445 -0.282
P 3.373 5.154 1.154 0.479
N 4.056 3.909 0.209 -0.295
C 3.147 2.792 0.078 -0.122
C 4.584 4.363 -1.059 -0.136
N 2.720 4.528 2.525 -0.298
C 1.273 4.340 2.575 -0.124
C 3.484 3.616 3.425 -0.071
N 4.786 5.955 1.479 -0.296
C 4.631 7.331 2.064 -0.082
C 6.188 5.580 1.502 -0.116
H 2.316 3.120 -0.603 0.098
H 2.694 2.579 1.046 0.051
H 3.608 1.909 -0.336 0.074
H 3.945 4.975 -1.690 0.083
H 4.842 3.455 -1.645 0.098
H 5.445 4.957 -1.030 0.044
H 0.815 4.965 1.778 0.070
H 1.059 3.297 2.315 0.065
H 0.913 4.718 3.534 0.092
H 4.538 3.966 3.523 0.086
H 2.983 3.669 4.377 0.069
H 3.468 2.550 3.150 0.067
H 5.279 7.269 2.990 0.088
H 5.167 8.087 1.453 0.084
H 3.576 7.502 2.247 0.068
H 6.832 6.333 1.171 0.066
H 6.335 4.752 0.840 0.060
H 6.458 5.310 2.499 0.070
```

=====

Here is an isolated molecule of C2H7OPS from OMol25. Energies are from wB97M-V/def2-TZVPD.

The HOMO-LUMO gap comes out at 0.3506 hartree. The calculation puts the HOMO energy at -8.7275 eV. Its energy above the lowest of the compared OMol25 structures with the same formula, charge and spin is 47.8 kcal/mol. As for the SMILES: CO[P@H](C)=S. Its multiplicity is 1.

Geometry as XYZ:
```
12
Properties=species:S:1:pos:R:3:lowdin_charge:R:1
C 0.103 1.943 -0.347 -0.166
C 0.612 -2.035 -0.069 -0.157
O 0.064 0.951 0.636 -0.455
P -0.729 -0.403 0.596 0.285
S -2.365 -0.271 -0.438 0.165
H -0.998 2.212 -0.752 0.113
H 0.744 1.682 -1.132 0.059
H 0.594 2.810 -0.022 0.061
H 1.043 -1.642 -1.039 0.020
H 1.513 -1.773 0.605 0.032
H 0.094 -3.007 -0.098 0.015
H -0.675 -0.467 2.060 0.028
```

=====

Here is the ion C4H8NO with charge +1 from OMol25. Energies are from wB97M-V/def2-TZVPD.

The HOMO-LUMO gap (spin up / spin down) comes out at 0.2092 / 0.3592 hartree. The calculation puts the HOMO energy (spin up / spin down) at -10.9729 / -16.1528 eV. Its energy above the lowest of the compared OMol25 structures with the same formula, charge and spin is 23.2 kcal/mol. Its multiplicity is 3. As for the net charge: +1. As for the expectation value of S²: 2.036.

Geometry as XYZ:
```
14
Properties=species:S:1:pos:R:3:lowdin_spin:R:1
C -1.895 0.547 0.099 0.281
C -0.520 -1.433 -0.155 0.651
C 0.329 0.760 -0.499 0.055
C 1.481 0.160 0.397 0.589
N -0.750 -0.026 -0.243 0.039
O 2.664 -0.011 -0.090 0.254
H -2.075 1.598 0.180 0.013
H -2.723 0.125 0.457 0.015
H 0.182 -1.918 -0.870 0.026
H -1.451 -1.982 0.175 0.025
H 0.214 1.862 -0.446 0.018
H 0.769 0.563 -1.523 -0.004
H 1.417 -0.116 1.379 0.037
H 3.309 -0.553 0.450 0.002
```

=====

Here is a structure of composition C20H59BHgN5O5 from OMol25. Energies are from wB97M-V/def2-TZVPD.

The HOMO-LUMO gap (spin up / spin down) comes out at 0.2857 / 0.1075 hartree. The calculation puts the HOMO energy (spin up / spin down) at -12.8395 / -12.8385 eV. Its energy above the lowest of the compared OMol25 structures with the same formula, charge and spin is 0.0 kcal/mol. Its multiplicity is 2. As for the net charge: +2. As for the expectation value of S²: 0.755.

Geometry as XYZ:
```
91
Properties=species:S:1:pos:R:3:lowdin_spin:R:1
Hg 0.552 -1.386 -1.437 0.000
B 0.155 0.241 0.162 0.000
H -0.175 -0.691 0.594 0.000
H 1.166 0.054 -0.164 0.000
H -0.444 0.444 -0.712 0.000
H 0.088 1.008 0.918 0.000
C -1.260 6.019 -1.202 0.080
C -0.417 5.143 -0.248 0.128
C -0.953 5.143 1.227 0.003
O -0.484 6.344 1.838 0.031
C -0.583 6.286 3.205 0.005
N -0.160 3.813 -0.762 0.654
H -1.287 7.016 -0.763 0.002
H -2.242 5.599 -1.418 0.005
H -0.668 6.128 -2.111 0.000
H 0.508 5.719 -0.263 0.049
H -0.750 4.211 1.756 -0.001
H -2.040 5.225 1.208 -0.001
H -0.443 7.351 3.393 0.001
H 0.200 5.720 3.710 0.001
H -1.512 6.001 3.699 0.001
H 0.649 3.877 -1.364 0.016
H -0.051 2.997 -0.176 0.022
C 1.669 1.166 -5.039 0.000
C 1.637 0.068 -3.967 0.000
C 2.761 0.206 -2.953 0.000
O 2.740 -0.766 -1.932 0.000
C 3.732 -0.447 -0.971 0.000
N 0.353 0.204 -3.305 0.000
H 0.748 1.260 -5.616 0.000
H 2.458 0.819 -5.706 0.000
H 1.950 2.097 -4.546 0.000
H 1.659 -0.934 -4.395 0.000
H 2.785 1.165 -2.436 0.000
H 3.705 0.288 -3.491 0.000
H 3.762 -1.289 -0.280 0.000
H 3.520 0.470 -0.420 0.000
H 4.710 -0.306 -1.432 0.000
H 0.295 1.020 -2.713 0.000
H -0.332 0.456 -4.003 0.000
C 1.484 -5.601 -2.825 0.000
C 1.095 -4.473 -1.981 0.000
C 1.919 -4.318 -0.722 0.000
O 1.669 -3.079 0.007 0.000
C 2.535 -2.885 1.170 0.000
N 1.283 -3.263 -2.760 0.000
H 0.600 -5.841 -3.416 0.000
H 1.796 -6.508 -2.308 0.000
H 2.340 -5.476 -3.487 0.000
H 0.036 -4.521 -1.724 0.000
H 2.982 -4.390 -0.953 0.000
H 1.750 -5.128 -0.012 0.000
H 2.290 -3.531 2.013 0.000
H 2.416 -1.856 1.508 0.000
H 3.590 -2.896 0.896 0.000
H 0.890 -3.420 -3.676 0.000
H 2.259 -3.378 -2.996 0.000
C -0.623 -0.703 3.843 0.000
C -1.430 0.528 4.089 0.000
C -1.499 0.772 5.643 0.000
O -2.207 1.969 6.052 0.000
C -1.525 2.802 6.954 0.000
N -0.705 1.559 3.431 0.002
H 0.353 -0.609 4.320 0.000
H -0.315 -0.811 2.803 0.000
H -1.166 -1.588 4.177 0.000
H -2.352 0.226 3.593 0.000
H -0.484 0.793 6.040 0.000
H -1.974 -0.123 6.045 0.000
H -0.772 3.300 6.343 0.000
H -1.197 2.174 7.783 0.000
H -2.089 3.620 7.403 0.000
H -0.329 1.250 2.546 0.000
H 0.178 1.804 3.856 0.000
C -3.941 -1.837 -2.679 0.000
C -2.554 -1.793 -1.924 0.000
C -2.543 -2.895 -0.842 0.000
O -1.268 -2.941 -0.262 0.000
C -1.159 -3.696 1.012 0.000
N -1.506 -2.118 -2.900 0.000
H -4.247 -2.882 -2.739 0.000
H -3.745 -1.436 -3.673 0.000
H -4.668 -1.273 -2.094 0.000
H -2.420 -0.792 -1.513 0.000
H -2.763 -3.934 -1.085 0.000
H -3.256 -2.532 -0.101 0.000
H -1.952 -3.694 1.760 0.000
H -0.406 -3.158 1.587 0.000
H -0.907 -4.752 0.917 0.000
H -1.645 -1.445 -3.641 0.000
H -1.820 -2.959 -3.363 0.000
```